# C35H71BCrF4O25

C35H71BCrF4O25 as an isolated structure in a non-equilibrium geometry (the ωB97M-V functional and the def2-TZVPD basis, the OMol25 dataset).

Properties
E_LUMO (alpha / beta) = 0.0 / -0.1 eV
2S+1 = 5
Kohn-Sham gap (alpha / beta) = 8.11 / 8.29 eV
Strongest force on any atom = 2.1 eV/A
E_HOMO (alpha / beta) = -8.13 / -8.41 eV
Electronic energy = -4726.3162 Ha

Cartesian coordinates (Å):
Cr: -1.0079 -2.2939 -1.6932
C: 1.1063 -3.3910 -5.2958
C: 1.1512 -2.2070 -4.3347
C: 1.1354 -0.8996 -5.0804
O: 0.2645 -2.3085 -3.2832
H: 1.8616 -3.2947 -6.0877
H: 0.1490 -3.5386 -5.8000
H: 1.4923 -4.2970 -4.8185
H: 2.1711 -2.3299 -3.9215
H: 1.9888 -0.8313 -5.7507
H: 1.0887 -0.0446 -4.4069
H: 0.2333 -0.8495 -5.7025
B: 0.3919 -0.2264 -0.3076
F: -0.9697 0.0424 -0.3874
F: 0.9135 0.0886 0.9443
F: 0.5490 -1.6351 -0.4939
F: 1.0225 0.4921 -1.3359
C: -1.5659 2.9970 -1.0669
C: -2.7808 3.5927 -1.7296
O: -2.8793 4.9534 -1.2611
C: -3.6138 5.8202 -1.9457
O: -4.4477 5.5176 -2.7619
O: -3.3009 7.0451 -1.5696
C: -4.0309 8.0949 -2.1409
H: -1.7570 2.6127 -0.0642
H: -0.7414 3.7043 -1.0348
H: -1.3354 2.0794 -1.6153
H: -3.6963 3.0828 -1.4213
H: -2.7454 3.6107 -2.8173
H: -3.8746 8.2326 -3.2101
H: -3.7949 9.0589 -1.6871
H: -5.1030 8.0241 -1.9395
C: 6.3660 -2.0853 2.6577
C: 5.6838 -3.4570 2.5666
O: 4.5725 -3.5414 1.7198
C: 4.7222 -3.5613 0.3966
O: 5.7804 -3.5945 -0.1876
O: 3.5177 -3.6072 -0.1506
C: 3.4014 -3.4866 -1.5676
H: 5.7134 -1.2708 2.9654
H: 6.7283 -1.8721 1.6493
H: 7.2273 -2.1371 3.3206
H: 5.3886 -3.7482 3.5773
H: 6.4187 -4.2286 2.3178
H: 2.3316 -3.3756 -1.7301
H: 3.7274 -4.4109 -2.0396
H: 3.8163 -2.5835 -2.0104
C: -4.5176 -5.9611 1.1324
C: -3.6429 -4.9702 0.4034
O: -4.1210 -3.6602 0.6847
C: -3.2838 -2.6323 0.6237
O: -2.1830 -2.6824 0.1159
O: -3.8690 -1.5972 1.1679
C: -3.1020 -0.4728 1.6270
H: -4.6808 -5.6792 2.1726
H: -4.2004 -7.0010 1.1000
H: -5.5145 -5.9503 0.6789
H: -3.5835 -5.1640 -0.6688
H: -2.6269 -5.0964 0.7885
H: -3.6150 -0.0397 2.4795
H: -3.0720 0.2376 0.7987
H: -2.0589 -0.6888 1.8505
C: -1.0949 2.0847 -4.8361
C: -1.3425 0.7669 -4.1513
O: -2.6955 0.8396 -3.6285
C: -3.1090 0.0081 -2.7251
O: -2.4948 -0.9065 -2.2337
O: -4.3763 0.2872 -2.4973
C: -5.0278 -0.4546 -1.4679
H: -0.1701 2.0635 -5.4170
H: -1.0042 2.8535 -4.0692
H: -1.8224 2.4291 -5.5713
H: -0.6156 0.5256 -3.3738
H: -1.4274 -0.1057 -4.8020
H: -4.5837 -1.4423 -1.3481
H: -6.0845 -0.5871 -1.6698
H: -4.8774 0.0515 -0.5162
C: -0.3335 0.3620 4.2220
C: -0.8272 1.1382 5.4263
O: -0.0687 0.5973 6.5184
C: -0.2543 1.1361 7.7092
O: -0.9244 2.1280 7.9145
O: 0.2826 0.4031 8.6605
C: 0.3192 0.9414 9.9847
H: 0.7527 0.3505 4.1607
H: -0.7383 0.7475 3.2855
H: -0.6353 -0.6868 4.2841
H: -1.9044 1.1691 5.5992
H: -0.5813 2.2026 5.3735
H: -0.5891 0.5578 10.4529
H: 0.2106 2.0233 10.0439
H: 1.2388 0.6270 10.4626
C: 3.1404 2.2355 -2.9627
C: 2.1999 2.9812 -3.8933
O: 2.3713 2.4474 -5.2211
C: 3.2831 2.9811 -6.0409
O: 4.0375 3.8632 -5.7715
O: 3.1824 2.5029 -7.2791
C: 2.3883 1.3437 -7.5131
H: 4.2002 2.2612 -3.1989
H: 2.8112 1.2024 -2.8377
H: 3.0027 2.6298 -1.9498
H: 2.3962 4.0550 -3.9083
H: 1.1436 2.8583 -3.6820
H: 2.8502 0.4109 -7.1914
H: 2.2283 1.2190 -8.5809
H: 1.4506 1.4595 -6.9765
C: -0.1728 -3.8448 2.6855
C: 0.9155 -4.0369 1.6187
O: 0.6661 -5.2462 0.8761
C: 0.1782 -5.2126 -0.3222
O: -0.2657 -4.2351 -0.8912
O: 0.1195 -6.4351 -0.8267
C: -0.3094 -6.5209 -2.2048
H: 0.0181 -4.4222 3.5876
H: -1.1047 -4.0766 2.1728
H: -0.2448 -2.8091 3.0209
H: 1.9050 -4.1586 2.0472
H: 0.9091 -3.1702 0.9626
H: -1.2961 -6.0544 -2.2059
H: -0.3936 -7.5614 -2.4919
H: 0.3785 -5.9526 -2.8259
C: 0.8474 5.0771 7.4170
C: 0.1706 5.0166 6.0621
O: 1.0701 4.2774 5.2239
C: 0.7742 4.1382 3.9361
O: -0.2516 4.4462 3.4016
O: 1.8368 3.5481 3.3968
C: 1.7021 3.1181 2.0348
H: 0.2807 5.7628 8.0493
H: 1.8409 5.4938 7.2545
H: 0.8849 4.1034 7.8989
H: 0.1289 6.0232 5.6413
H: -0.8124 4.5516 6.1279
H: 2.6898 2.7381 1.7857
H: 1.4330 3.9979 1.4511
H: 0.9959 2.2986 1.9138